1.
C42H40F2N6O14Pt | ωB97M-V/def2-TZVPD

Geometry (Å):
1 Pt 0.324 0.208 0.512
2 C -2.305 3.498 1.410
3 C -1.316 2.432 1.358
4 C 0.206 2.740 1.770
5 O 1.040 1.869 1.526
6 C 0.502 4.017 2.347
7 C -0.442 4.992 2.414
8 C -1.839 4.764 1.828
9 O -2.727 5.667 1.692
10 O -0.023 6.119 2.952
11 O -1.486 1.293 1.022
12 H -3.288 3.335 0.994
13 H 1.482 4.081 2.796
14 C 4.118 -0.129 -1.611
15 C 4.697 0.537 -2.776
16 C 3.703 1.420 -3.676
17 O 4.051 1.695 -4.824
18 C 2.400 1.637 -3.146
19 C 1.947 1.019 -2.036
20 C 2.848 0.126 -1.181
21 O 2.491 -0.430 -0.070
22 O 0.692 1.317 -1.655
23 O 5.884 0.348 -3.118
24 H 4.786 -0.870 -1.199
25 H 1.742 2.336 -3.643
26 C 2.503 -2.138 -4.174
27 C 1.253 -2.689 -4.813
28 O 0.608 -3.362 -3.781
29 C 1.404 -3.480 -2.770
30 O 1.100 -4.290 -1.843
31 O 2.465 -2.679 -2.904
32 F 1.496 -3.475 -5.913
33 H 2.327 -1.063 -4.212
34 H 3.438 -2.164 -4.734
35 H 0.728 -1.837 -5.246
36 C -3.230 -0.895 -3.243
37 C -3.360 -2.359 -3.064
38 O -2.423 -2.644 -2.029
39 C -1.568 -1.575 -1.895
40 O -0.726 -1.475 -0.998
41 O -1.913 -0.669 -2.783
42 F -2.961 -2.884 -4.256
43 H -3.886 -0.427 -2.511
44 H -3.543 -0.638 -4.255
45 H -4.399 -2.671 -2.958
46 N -4.582 -0.036 3.825
47 C -3.393 0.657 3.717
48 C -2.920 0.983 5.004
49 C -3.764 0.316 5.910
50 C -4.725 -0.410 5.145
51 H -5.252 -0.189 3.086
52 H -2.988 0.951 2.760
53 H -2.112 1.645 5.282
54 H -3.640 0.226 6.979
55 H -5.533 -1.039 5.490
56 N 1.230 -2.258 2.249
57 C 0.028 -2.435 1.588
58 C -0.881 -1.402 1.990
59 C -0.204 -0.577 2.891
60 C 1.138 -1.001 2.913
61 H 2.041 -2.858 2.197
62 H -0.197 -3.312 0.999
63 H -1.928 -1.432 1.728
64 H -0.625 0.173 3.544
65 H 2.007 -0.650 3.449
66 N 3.451 -4.146 0.034
67 C 3.428 -5.420 0.447
68 C 3.866 -5.587 1.748
69 C 4.269 -4.296 2.057
70 C 3.930 -3.397 1.098
71 H 3.215 -3.789 -0.881
72 H 3.089 -6.091 -0.329
73 H 3.930 -6.513 2.300
74 H 4.636 -3.973 3.020
75 H 4.035 -2.322 1.089
76 N -0.798 4.159 -2.734
77 C -2.100 3.995 -2.375
78 C -2.913 4.250 -3.495
79 C -2.109 4.628 -4.536
80 C -0.800 4.523 -4.066
81 H 0.041 3.960 -2.207
82 H -2.305 3.544 -1.416
83 H -3.960 3.997 -3.428
84 H -2.376 4.957 -5.530
85 H 0.196 4.771 -4.403
86 N -5.922 -0.285 -0.612
87 C -5.032 -0.148 0.486
88 C -4.597 -1.423 0.817
89 C -5.193 -2.354 -0.048
90 C -6.097 -1.584 -0.848
91 H -6.427 0.528 -0.934
92 H -4.750 0.833 0.837
93 H -3.974 -1.804 1.612
94 H -4.933 -3.402 -0.019
95 H -6.695 -1.879 -1.697
96 N 5.249 0.863 1.912
97 C 4.002 1.255 2.402
98 C 4.201 2.092 3.468
99 C 5.541 2.348 3.625
100 C 6.139 1.632 2.634
101 H 5.534 0.177 1.228
102 H 3.117 0.816 1.965
103 H 3.405 2.544 4.041
104 H 6.021 3.020 4.321
105 H 7.183 1.558 2.369

Atoms 1-2, force components in eV/Å:
Pt 0.638 0.272 -1.954
C 3.746 -3.219 0.127

Highest occupied orbital energy (spin up / spin down)   -2.381 / -2.366 eV
Multiplicity   3
Net charge   -2
Max |F|   6.3 eV/Å

=====

2.
C42H40F5N6OS7SbW | ωB97M-V/def2-TZVPD

Geometry (Å):
1 W 2.370 0.822 -0.243
2 S 7.285 2.113 2.563
3 Sb 5.209 2.841 2.785
4 S 4.516 1.998 -0.588
5 S 1.920 2.242 1.753
6 S 4.637 3.772 0.497
7 N 2.268 0.466 -2.546
8 C 3.017 1.203 -3.598
9 C 2.415 2.549 -4.001
10 C 2.634 3.684 -3.012
11 N 1.938 3.393 -1.762
12 H 2.488 -0.520 -2.613
13 H 1.268 0.559 -2.700
14 H 3.066 0.567 -4.483
15 H 4.031 1.354 -3.234
16 H 1.338 2.427 -4.195
17 H 2.873 2.834 -4.953
18 H 2.330 4.635 -3.466
19 H 3.699 3.753 -2.787
20 H 0.938 3.519 -1.869
21 H 2.270 3.994 -1.014
22 N 0.287 1.371 -0.601
23 S -1.052 1.717 -0.257
24 N -2.183 0.556 0.032
25 S -2.039 -0.756 0.809
26 N -1.326 -1.963 0.228
27 S 0.261 -2.129 -0.204
28 N 1.124 -1.012 -0.402
29 C 0.778 -3.399 0.939
30 C 1.927 -4.087 0.569
31 C 2.459 -5.026 1.435
32 C 1.844 -5.273 2.656
33 C 0.694 -4.584 3.016
34 C 0.150 -3.641 2.154
35 C -0.001 -3.122 -1.663
36 C -1.059 -4.018 -1.776
37 C -1.184 -4.763 -2.938
38 C -0.257 -4.612 -3.964
39 C 0.800 -3.729 -3.827
40 C 0.935 -2.977 -2.665
41 C -3.709 -1.316 0.914
42 C -4.741 -0.412 0.764
43 C -6.046 -0.868 0.920
44 C -6.285 -2.198 1.224
45 C -5.232 -3.089 1.366
46 C -3.925 -2.648 1.212
47 C -1.563 -0.493 2.494
48 C -2.500 -0.513 3.525
49 C -2.050 -0.316 4.821
50 C -0.698 -0.102 5.067
51 C 0.216 -0.084 4.028
52 C -0.213 -0.283 2.723
53 C -1.938 2.513 -1.602
54 C -2.663 3.684 -1.460
55 C -3.210 4.282 -2.596
56 C -3.034 3.706 -3.839
57 C -2.318 2.520 -3.965
58 C -1.765 1.921 -2.846
59 C -1.297 2.825 1.111
60 C -2.228 2.608 2.118
61 C -2.292 3.501 3.180
62 C -1.435 4.591 3.222
63 C -0.512 4.801 2.204
64 C -0.435 3.914 1.144
65 H 2.423 -3.863 -0.369
66 H 3.366 -5.549 1.164
67 H 2.269 -6.003 3.334
68 H 0.217 -4.779 3.968
69 H -0.746 -3.107 2.431
70 H -1.773 -4.124 -0.970
71 H -2.005 -5.461 -3.045
72 H -0.358 -5.196 -4.870
73 H 1.533 -3.628 -4.618
74 H 1.774 -2.313 -2.514
75 H -4.525 0.616 0.506
76 H -6.873 -0.180 0.797
77 H -7.303 -2.546 1.348
78 H -5.425 -4.129 1.595
79 H -3.084 -3.324 1.312
80 H -3.551 -0.683 3.332
81 H -2.758 -0.335 5.640
82 H -0.355 0.053 6.083
83 H 1.269 0.088 4.211
84 H 0.502 -0.289 1.912
85 H -2.804 4.135 -0.488
86 H -3.771 5.203 -2.498
87 H -3.455 4.179 -4.718
88 H -2.189 2.065 -4.939
89 H -1.197 1.001 -2.924
90 H -2.894 1.759 2.079
91 H -3.010 3.339 3.975
92 H -1.479 5.279 4.057
93 H 0.169 5.642 2.246
94 H 0.306 4.050 0.365
95 O 4.024 0.743 2.445
96 C 3.084 0.931 1.658
97 F 3.551 -1.762 -1.454
98 C 3.816 -0.947 -0.289
99 F 3.513 -1.801 0.760
100 C 5.374 -1.037 -0.304
101 F 5.737 -2.347 -0.249
102 F 5.860 -0.563 -1.464
103 F 5.970 -0.425 0.693

Atoms 1-2, force components in eV/Å:
W 0.363 -0.547 0.235
S -0.033 -0.014 0.014

Highest occupied orbital energy (spin up / spin down)   -5.621 / -6.089 eV
Multiplicity   3
Net charge   0
Max |F|   1.2 eV/Å
Relative energy (zero: lowest compared OMol25 entry of this formula, charge and spin)   279.85 kJ/mol

=====

3.
C42H40N2O18 | ωB97M-V/def2-TZVPD

Geometry (Å):
1 C 1.550 -0.923 -3.073
2 C 1.819 0.594 -2.554
3 O 1.231 0.960 -1.511
4 O 2.708 1.370 -3.349
5 C 2.024 2.419 -4.100
6 C 0.589 2.037 -4.678
7 C -0.693 2.399 -3.798
8 C -0.502 3.464 -2.625
9 C -1.665 3.343 -1.485
10 C -3.108 3.852 -1.998
11 C -4.181 2.726 -1.506
12 C -5.667 2.960 -2.083
13 C -6.176 1.515 -2.624
14 C -6.503 0.435 -1.572
15 C -6.949 -0.976 -2.082
16 C -7.052 -1.193 -3.614
17 C -6.718 -0.090 -4.690
18 N -6.851 -0.427 -6.081
19 C -6.470 0.657 -6.924
20 C -5.979 2.031 -6.389
21 N -5.879 2.415 -5.020
22 C -6.263 1.304 -4.191
23 H 0.441 -1.089 -3.306
24 H 2.176 -1.128 -4.026
25 H 1.937 -1.686 -2.296
26 H 2.700 2.619 -5.022
27 H 2.080 3.374 -3.478
28 H 0.526 0.912 -4.949
29 H 0.480 2.586 -5.694
30 H -1.169 1.421 -3.396
31 H -1.493 2.834 -4.517
32 H 0.488 3.379 -2.044
33 H -0.544 4.538 -3.034
34 H -1.760 2.202 -1.294
35 H -1.373 3.854 -0.506
36 H -3.101 3.978 -3.139
37 H -3.373 4.869 -1.517
38 H -3.801 1.740 -1.986
39 H -4.156 2.551 -0.378
40 H -5.734 3.777 -2.876
41 H -6.332 3.293 -1.202
42 H -6.363 0.717 -0.466
43 H -7.161 -1.779 -1.305
44 H -7.357 -2.234 -3.966
45 H -6.524 0.487 -8.059
46 H -5.666 2.818 -7.171
47 C 5.493 -0.621 -1.744
48 C 5.231 -0.366 -0.460
49 C 6.125 -0.858 0.627
50 O 5.864 -0.589 1.785
51 C 7.293 -1.660 0.247
52 C 7.552 -1.918 -1.036
53 C 6.674 -1.403 -2.125
54 O 6.952 -1.644 -3.288
55 O 8.633 -2.666 -1.404
56 O 4.137 0.356 -0.091
57 H 4.854 -0.268 -2.543
58 H 7.922 -2.026 1.045
59 H 8.600 -2.707 -2.380
60 H 4.172 0.404 0.887
61 C 6.679 -5.342 0.803
62 C 6.166 -6.559 0.604
63 C 5.548 -7.333 1.718
64 O 5.073 -8.434 1.496
65 C 5.541 -6.729 3.055
66 C 6.057 -5.514 3.254
67 C 6.650 -4.729 2.134
68 O 7.096 -3.614 2.350
69 O 6.060 -4.942 4.490
70 O 6.188 -7.142 -0.627
71 H 7.129 -4.769 0.002
72 H 5.106 -7.308 3.858
73 H 6.483 -4.068 4.372
74 H 5.758 -8.013 -0.509
75 C -7.159 -0.537 4.682
76 C -6.346 -0.642 3.629
77 C -6.089 0.517 2.727
78 O -5.324 0.390 1.784
79 C -6.780 1.778 3.014
80 C -7.596 1.883 4.065
81 C -7.832 0.732 4.982
82 O -8.570 0.868 5.943
83 O -8.246 3.047 4.341
84 O -5.716 -1.814 3.336
85 H -7.353 -1.369 5.345
86 H -6.598 2.606 2.341
87 H -8.770 2.866 5.147
88 H -5.187 -1.632 2.534
89 C 2.550 1.727 4.807
90 C 2.292 1.979 6.092
91 C 3.188 1.483 7.176
92 O 2.932 1.748 8.339
93 C 4.355 0.682 6.791
94 C 4.611 0.427 5.506
95 C 3.730 0.946 4.422
96 O 4.008 0.707 3.261
97 O 5.689 -0.318 5.132
98 O 1.199 2.701 6.466
99 H 1.910 2.082 4.011
100 H 4.987 0.313 7.588
101 H 5.655 -0.357 4.153
102 H 1.238 2.744 7.442

Atoms 1-2, force components in eV/Å:
C 1.463 0.203 -0.526
C -1.934 -0.712 2.206

Highest occupied orbital energy   -8.267 eV
Structure (SMILES)   CC(=O)OCCCCCCCCc1cccc2nccnc12.O=C1C=C(O)C(=O)C=C1O.O=C1C=C(O)C(=O)C=C1O.O=C1C=C(O)C(=O)C=C1O.O=C1C=C(O)C(=O)C=C1O
Net charge   0
Max |F|   5.9 eV/Å

=====

> What is the formula in the first record?

C42H40F2N6O14Pt